No. 1
Molecular formula: C29H32FN3O4
Method: DFT, the ωB97M-V functional and the def2-TZVPD basis

The geometry in XYZ format:
```
69
C29H32FN3O4 | OMol25 | the ωB97M-V functional and the def2-TZVPD basis
O 1.45886 -2.84364 -0.89448
C 0.64127 -2.40900 -1.68564
N 0.97348 -1.77762 -2.82304
C 2.32613 -1.36317 -3.10572
C 2.45369 0.17278 -3.08049
C 2.05243 0.76964 -1.71481
C 3.27580 1.59184 -1.30166
C 4.38931 0.91243 -2.09822
O 3.79424 0.55892 -3.32954
C -0.88522 -2.44755 -1.47529
C -1.46601 -3.62221 -0.72957
C -2.83560 -3.84684 -0.86500
C -3.45542 -4.89141 -0.20726
C -2.68511 -5.72336 0.58576
F -3.28036 -6.74610 1.23421
C -1.32441 -5.53319 0.73009
C -0.71935 -4.47590 0.07234
N -1.23759 -1.15721 -0.85507
C -1.40090 -1.10413 0.57891
C -0.08363 -1.17751 1.37182
C -0.32258 -1.56598 2.83507
C 0.80407 -0.83167 3.55454
C 0.88209 0.45461 2.73924
O 0.59411 0.08416 1.39818
C -1.46729 -0.12507 -1.71634
O -1.44639 -0.30947 -2.93144
C -1.73110 1.21080 -1.18057
C -2.60689 2.15773 -1.68441
C -2.44886 3.31792 -0.92328
C -1.44991 3.07545 0.00730
C -0.85916 3.95702 0.99665
C -1.57750 5.04563 1.49406
C -1.01823 5.88570 2.43683
C 0.26640 5.65647 2.90284
C 0.99162 4.58379 2.41099
C 0.43881 3.74190 1.46504
N -1.03618 1.79167 -0.16051
H 0.23673 -1.32838 -3.35718
H 2.63247 -1.72910 -4.08995
H 2.97349 -1.80616 -2.34519
H 1.84578 0.58620 -3.89463
H 1.86615 -0.02550 -0.99308
H 1.15584 1.37977 -1.79940
H 3.16854 2.62802 -1.62344
H 3.45794 1.56765 -0.22989
H 4.74869 0.01578 -1.57272
H 5.23709 1.56184 -2.31812
H -1.35222 -2.42455 -2.46962
H -3.42176 -3.19041 -1.49162
H -4.51426 -5.07033 -0.30617
H -0.75173 -6.20569 1.34881
H 0.34271 -4.32444 0.17157
H -2.00881 -1.96328 0.88343
H -1.94503 -0.19519 0.84164
H 0.58794 -1.89619 0.89029
H -1.29166 -1.18836 3.16768
H -0.29462 -2.64317 2.97606
H 1.73579 -1.39041 3.46575
H 0.59545 -0.64399 4.60456
H 1.86908 0.92122 2.75559
H 0.13845 1.18549 3.08772
H -3.28708 2.00467 -2.49790
H -2.97879 4.23933 -1.05941
H -2.58300 5.22042 1.14298
H -1.58717 6.72288 2.81413
H 0.70141 6.31280 3.64168
H 1.99771 4.40623 2.76311
H 1.02572 2.92538 1.07042
H -0.30546 1.33002 0.37139
```

Summary:
Charge = 0
Multiplicity = 1
DFT total energy = -1689.42178 Eh
Kohn-Sham gap = 0.3111 Eh
LUMO level = 0.6 eV
Strongest force on any atom = 0.0142 Eh/bohr
SMILES = O=C(NC[C@H]1CCCO1)[C@@H](c1ccc(F)cc1)N(C[C@@H]1CCCO1)C(=O)c1ccc(-c2ccccc2)[nH]1
E_HOMO = -7.9 eV

---

No. 2
Molecular formula: C29H32MoN4O6S2
Method: DFT, the ωB97M-V functional and the def2-TZVPD basis

The geometry in XYZ format:
```
74
C29H32MoN4O6S2 | OMol25 | the ωB97M-V functional and the def2-TZVPD basis
Mo -0.29537 0.27011 0.64679
O 0.91691 0.19400 -1.14621
S 2.07375 -0.62001 -0.61674
O 2.16364 -1.97002 -1.04697
N 1.56615 -0.44268 0.89952
C 2.12317 -0.87020 2.12116
C 3.30691 -1.49824 2.35521
C 3.65037 -1.82079 3.69280
C 2.82724 -1.51286 4.73649
C 1.59358 -0.85324 4.49602
C 0.65608 -0.48378 5.48249
C -0.50469 0.14761 5.11612
C -0.75510 0.41111 3.76699
N 0.10534 0.08488 2.82112
C 1.26750 -0.54151 3.17491
C 3.55771 0.21100 -0.86386
C 3.62890 1.56771 -0.53812
C 4.83092 2.21691 -0.72595
C 5.92633 1.51551 -1.22681
C 5.83430 0.16633 -1.54633
C 4.63794 -0.50808 -1.36660
H 3.97404 -1.75869 1.54200
H 4.58914 -2.32524 3.88105
H 3.10274 -1.76749 5.75300
H 0.85769 -0.70486 6.52387
H -1.24045 0.44122 5.85114
H -1.67307 0.88930 3.45568
H 2.75905 2.08962 -0.15816
H 4.92299 3.26877 -0.48871
H 6.86598 2.03312 -1.37287
H 6.69247 -0.36080 -1.94029
H 4.53273 -1.55628 -1.61551
C -1.91480 -4.76591 -5.22002
C -2.04105 -3.50282 -4.41515
C -3.01061 -2.55121 -4.74834
C -3.13900 -1.38373 -4.03009
C -2.27461 -1.16077 -2.95716
C -1.30441 -2.08488 -2.59817
C -1.19559 -3.25005 -3.33617
S -2.48940 0.34733 -2.13331
O -1.62759 0.34139 -0.91412
O -2.30123 1.46920 -2.98796
N -3.98947 0.41462 -1.56022
C -4.63011 -0.62998 -0.73145
C -4.01175 -0.70150 0.66230
C -2.68388 -1.40934 0.61349
O -2.46397 -2.39301 -0.01625
O -1.67449 -0.80895 1.35410
H -2.88905 -5.23000 -5.37449
H -1.25916 -5.48552 -4.73412
H -1.50246 -4.54372 -6.20717
H -3.67223 -2.73347 -5.58685
H -3.88658 -0.64911 -4.30861
H -0.64488 -1.91717 -1.76255
H -0.44319 -3.97896 -3.06126
H -4.58715 0.90837 -2.21252
H -4.58692 -1.60715 -1.21109
H -5.67103 -0.33255 -0.65133
H -4.65808 -1.26881 1.33337
H -3.89472 0.30134 1.06525
C -0.19996 3.96500 -0.42501
C -0.40113 3.39483 0.98898
C 0.68302 3.88350 1.95071
C -1.80479 3.71087 1.51490
N -0.26004 1.95434 0.84150
H -0.36301 5.04163 -0.38293
H -0.90876 3.52857 -1.13036
H 0.81331 3.77526 -0.78342
H 0.59823 4.96611 2.05198
H 1.67967 3.64572 1.57379
H 0.56284 3.43324 2.93871
H -1.95787 4.78929 1.50801
H -1.92516 3.35403 2.53984
H -2.56379 3.25155 0.87989
```

Summary:
Charge = +2
Multiplicity = 1
DFT total energy = -2658.85571 Eh
Kohn-Sham gap = 0.2715 Eh
LUMO level = -6.8 eV
Strongest force on any atom = 0.0417 Eh/bohr
E_HOMO = -14.2 eV

---

No. 3
Molecular formula: C29H32N12Sc
Method: DFT, the ωB97M-V functional and the def2-TZVPD basis

The geometry in XYZ format:
```
74
C29H32N12Sc | OMol25 | the ωB97M-V functional and the def2-TZVPD basis
Sc -0.68346 -0.77227 0.35514
C -3.73974 3.65444 0.74650
C -3.95074 2.47445 1.42243
C -2.91022 1.54611 1.57873
C -1.65106 1.88760 1.09083
C -1.43399 3.09504 0.44959
C -2.47548 3.98661 0.27051
N -0.57216 0.95767 1.28209
C 0.27708 1.25497 2.34763
C 0.35243 2.45732 3.05587
C 1.21684 2.54629 4.14501
C 1.99331 1.46710 4.56896
C 1.91582 0.27248 3.89942
C 1.08372 0.18588 2.75724
N 0.85124 -0.95449 2.05039
N 1.43521 -2.01972 2.34398
C 0.95860 -3.12168 1.56245
C 1.36002 -4.41443 1.89207
C 0.80153 -5.45412 1.19062
C -0.05644 -5.20748 0.12086
C -0.38928 -3.91213 -0.14657
N 0.08519 -2.85330 0.55350
H -4.54077 4.34040 0.56607
H -4.94347 2.20945 1.80035
H -3.06289 0.66217 2.19563
H -0.44196 3.40349 0.13741
H -2.25377 4.95066 -0.15220
H -0.24336 3.32414 2.81710
H 1.19572 3.48934 4.69163
H 2.63001 1.51740 5.43616
H 2.49926 -0.58090 4.22179
H 2.03793 -4.56178 2.70499
H 1.03874 -6.46847 1.49596
H -0.50547 -6.02378 -0.43416
H -1.09787 -3.66553 -0.94988
N 0.20734 1.64648 -1.88672
C -0.82805 0.95371 -2.47569
N -1.20842 1.32555 -3.65638
C -2.24407 0.64662 -4.19252
N -2.58891 0.93080 -5.44259
N -2.99785 -0.24456 -3.46889
C -2.51038 -0.56243 -2.30330
N -1.37681 -0.03217 -1.74152
C -3.24564 -1.47542 -1.40796
C -4.35900 -2.18942 -1.82508
C -4.98085 -3.05954 -0.94622
C -4.47386 -3.13463 0.34518
C -3.33726 -2.42482 0.70152
N -2.71099 -1.60412 -0.16894
H 0.39993 2.53788 -2.35417
H 0.09395 1.75718 -0.89534
H -2.04058 1.60786 -5.95007
H -3.33107 0.43034 -5.89838
H -4.73762 -2.09382 -2.83687
H -5.86514 -3.62641 -1.20746
H -4.98090 -3.73883 1.07709
H -2.91776 -2.50804 1.69941
N 5.51887 1.37733 -1.25791
C 4.53594 2.16572 -0.45851
C 3.52996 1.21672 0.21084
N 2.83304 0.31395 -0.70349
C 3.84073 -0.46821 -1.43940
C 4.85856 0.40874 -2.18168
H 6.16943 0.90365 -0.63046
H 6.07389 2.01143 -1.81369
H 4.02462 2.85722 -1.11998
H 5.05529 2.71658 0.29186
H 2.78220 1.77733 0.77738
H 4.06070 0.55847 0.91739
H 2.23973 0.81548 -1.38158
H 3.34147 -1.16713 -2.13993
H 4.38750 -1.09134 -0.71242
H 4.36062 0.99134 -2.93431
H 5.64091 -0.20239 -2.65730
```

Summary:
Charge = +3
Multiplicity = 1
DFT total energy = -2541.40754 Eh
Kohn-Sham gap = 0.2358 Eh
LUMO level = -9.1 eV
Strongest force on any atom = 0.0282 Eh/bohr
E_HOMO = -15.5 eV

---

In eV, the energy relative to the best compared isomer or geometry (same formula, charge and spin) values for the records above are, in order, 0.000, 1.460, 0.000.